Computed, not measured: a structure of composition C52H58AsMoNP3, with ωB97M-V/def2-TZVPD.

The geometry in XYZ format:
```
116
C52H58AsMoNP3, DFT ωB97M-V/def2-TZVPD
Mo 0.467 -0.457 0.424
C -2.731 0.674 0.215
N -1.808 1.845 0.147
P -0.624 1.409 -1.050
C -1.467 1.589 -2.625
C -0.684 1.523 -3.780
C -1.247 1.759 -5.019
C -2.600 2.068 -5.116
C -3.376 2.165 -3.972
C -2.813 1.935 -2.724
C 0.756 2.562 -1.126
C 0.679 3.764 -1.825
C 1.798 4.575 -1.920
C 2.994 4.179 -1.329
C 3.070 2.978 -0.639
C 1.956 2.162 -0.538
P -0.836 1.830 1.604
C 0.033 3.410 1.665
C -0.680 4.562 1.337
C -0.111 5.804 1.565
C 1.152 5.898 2.139
C 1.857 4.750 2.475
C 1.299 3.503 2.232
C -1.961 2.093 3.016
C -1.292 2.401 4.209
C -1.991 2.728 5.356
C -3.379 2.784 5.328
C -4.049 2.538 4.141
C -3.351 2.196 2.990
H -3.084 0.418 -0.777
H -3.592 0.878 0.835
H -2.237 -0.226 0.634
H 0.377 1.335 -3.701
H -0.632 1.722 -5.909
H -3.041 2.261 -6.086
H -4.419 2.442 -4.045
H -3.421 2.074 -1.841
H -0.251 4.061 -2.294
H 1.740 5.514 -2.454
H 3.865 4.818 -1.406
H 3.998 2.691 -0.160
H 2.018 1.248 0.062
H -1.677 4.488 0.918
H -0.660 6.701 1.312
H 1.586 6.871 2.329
H 2.837 4.827 2.927
H 1.852 2.605 2.492
H -0.208 2.429 4.236
H -1.452 2.966 6.264
H -3.931 3.045 6.221
H -5.127 2.623 4.098
H -3.921 2.078 2.084
C -2.969 -1.964 -1.899
C -2.151 -1.783 -3.147
C -2.807 -1.749 -4.374
C -2.109 -1.707 -5.568
C -0.721 -1.719 -5.558
C -0.047 -1.728 -4.352
C -0.749 -1.722 -3.137
P 0.169 -1.933 -1.595
C 0.143 -3.722 -1.324
C -0.794 -4.176 -0.391
C -1.054 -5.527 -0.258
C -0.356 -6.434 -1.042
C 0.593 -5.984 -1.946
C 0.859 -4.628 -2.124
C 1.877 -4.239 -3.160
C 1.745 -1.084 -1.686
C 2.224 -0.246 -2.730
C 3.473 0.295 -2.661
C 4.303 0.083 -1.534
C 3.841 -0.631 -0.474
C 2.562 -1.255 -0.533
C 2.045 -2.005 0.570
H -3.881 -1.367 -1.937
H -2.407 -1.701 -1.004
H -3.272 -3.008 -1.792
H -3.890 -1.784 -4.385
H -2.647 -1.694 -6.508
H -0.164 -1.735 -6.485
H 1.029 -1.790 -4.373
H -1.324 -3.465 0.232
H -1.791 -5.870 0.457
H -0.546 -7.495 -0.945
H 1.144 -6.702 -2.542
H 2.684 -4.969 -3.188
H 2.330 -3.264 -2.978
H 1.421 -4.224 -4.152
H 1.631 -0.067 -3.610
H 3.839 0.892 -3.487
H 5.306 0.492 -1.524
H 4.463 -0.803 0.397
H 2.732 -2.072 1.407
H 1.600 -2.977 0.377
C -1.780 -1.287 4.140
C -0.377 -0.727 4.344
As 0.880 -1.253 2.967
C 1.218 -3.118 3.445
C 0.291 -4.147 2.811
C 2.519 -0.253 3.405
C 3.626 -1.082 4.052
H -2.465 -0.851 4.868
H -1.816 -2.368 4.263
H -2.160 -1.039 3.145
H 0.061 -1.045 5.292
H -0.401 0.355 4.351
H 1.117 -3.118 4.531
H 2.260 -3.343 3.229
H -0.753 -3.834 2.825
H 0.364 -5.083 3.364
H 0.567 -4.358 1.780
H 2.196 0.547 4.073
H 2.877 0.224 2.489
H 3.288 -1.564 4.969
H 4.464 -0.436 4.312
H 4.006 -1.856 3.385
```

Output
- Expectation value of S²: 2.076
- Kohn-Sham gap (spin up / spin down): 6.225 / 6.770 eV
- Multiplicity: 3
- Charge: +3



Computed, not measured: a cluster of 2 separate species, C4H10O in total, with ωB97M-V/def2-TZVPD.

The geometry in XYZ format:
```
15
C4H10O, DFT ωB97M-V/def2-TZVPD
C 0.064 0.331 -1.682
C 1.010 0.121 -0.771
C 1.647 1.183 0.073
H -0.353 -0.483 -2.269
H -0.344 1.325 -1.857
H 1.372 -0.895 -0.612
H 2.679 1.365 -0.251
H 1.097 2.128 0.009
H 1.676 0.880 1.124
C -1.734 -1.007 0.794
O -0.677 -0.432 1.533
H -2.626 -1.170 1.414
H -1.450 -1.959 0.321
H -1.984 -0.306 -0.006
H -0.377 -1.081 2.179
```

Output
- Kohn-Sham gap: 10.275 eV
- Structure (SMILES): C=CC.CO
- Multiplicity: 1
- Charge: 0



Computed, not measured: a cluster of 2 separate species, CH2O4S2 in total at a distorted geometry, with ωB97M-V/def2-TZVPD.

The geometry in XYZ format:
```
9
CH2O4S2, DFT ωB97M-V/def2-TZVPD
C 1.196 0.907 2.017
O -0.104 0.947 -0.164
O 1.228 3.066 0.462
O 4.388 -1.593 -0.855
O 5.108 0.666 -0.373
S 0.616 1.786 0.780
S 5.475 -0.689 -0.600
H 0.469 0.116 2.058
H 1.568 1.389 3.006
```

Output
- Kohn-Sham gap: 9.058 eV
- Multiplicity: 1
- Charge: 0



Computed, not measured: a cluster of 11 separate species, C12H46N4O11 in total at a distorted geometry, with ωB97M-V/def2-TZVPD.

The geometry in XYZ format:
```
73
C12H46N4O11, DFT ωB97M-V/def2-TZVPD
N -18.534 15.658 -13.867
C -18.754 14.588 -13.143
N -19.597 13.789 -13.683
O -18.309 14.478 -11.877
H -17.617 16.099 -13.469
H -18.648 15.719 -14.854
H -19.808 12.900 -13.245
H -19.914 13.833 -14.654
N -21.675 10.624 -13.668
C -20.831 10.460 -12.685
N -21.097 9.512 -11.818
O -19.796 11.330 -12.478
H -21.483 11.338 -14.430
H -22.297 9.897 -14.044
H -20.275 9.391 -11.207
H -21.846 8.810 -11.904
C -25.043 14.128 -13.453
C -24.168 12.961 -13.990
O -23.120 12.897 -13.047
H -25.436 13.814 -12.506
H -25.977 14.155 -14.019
H -24.537 15.136 -13.564
H -23.898 13.146 -14.993
H -24.731 12.045 -13.924
H -22.735 12.001 -13.129
C -21.188 16.201 -10.652
O -21.548 17.418 -11.213
H -21.782 15.458 -11.124
H -21.295 16.186 -9.582
H -20.136 16.051 -10.956
H -21.436 17.397 -12.157
C -17.826 12.298 -9.290
O -17.048 11.107 -9.114
H -17.160 13.158 -9.258
H -18.572 12.406 -8.486
H -18.361 12.411 -10.256
H -16.487 11.124 -9.895
C -22.102 10.190 -8.284
O -22.408 9.285 -9.355
H -22.499 11.202 -8.468
H -21.025 10.301 -8.059
H -22.534 9.760 -7.384
H -22.042 9.682 -10.157
C -18.100 16.069 -9.231
O -16.757 15.809 -8.703
H -18.736 15.137 -9.400
H -17.977 16.576 -10.189
H -18.621 16.698 -8.621
H -16.240 15.254 -9.312
C -20.587 15.221 -6.693
O -19.336 14.773 -6.898
H -20.687 15.608 -5.673
H -21.317 14.409 -6.664
H -20.878 16.069 -7.334
H -19.253 13.864 -6.605
C -20.987 13.122 -9.944
O -22.326 13.252 -10.233
H -20.698 12.112 -10.206
H -20.645 13.386 -8.940
H -20.304 13.738 -10.490
H -22.451 13.073 -11.171
C -23.903 14.078 -7.823
O -24.674 14.461 -8.898
H -23.499 14.965 -7.444
H -23.089 13.427 -8.027
H -24.610 13.571 -7.167
H -24.054 14.649 -9.561
C -24.411 11.115 -10.958
O -25.311 10.108 -10.755
H -23.436 10.818 -11.317
H -24.268 11.479 -9.977
H -24.831 11.896 -11.556
H -25.563 9.791 -11.645
```

Output
- Kohn-Sham gap: 8.703 eV
- Structure (SMILES): NC(N)=O.NC(N)=O.CCO.CO.CO.CO.CO.CO.CO.CO.CO
- Multiplicity: 1
- Charge: 0



Computed, not measured: the ion C4H13N2P with charge +2 at a distorted geometry, with ωB97M-V/def2-TZVPD.

The geometry in XYZ format:
```
20
C4H13N2P, DFT ωB97M-V/def2-TZVPD
N -1.872 2.085 -1.284
C -1.417 0.792 -0.685
P 0.503 0.778 -0.575
C 0.873 -1.031 -0.898
C 0.896 -1.814 0.411
N 1.486 -0.923 1.442
C 0.740 0.343 1.454
H -1.410 2.268 -2.189
H -1.672 2.885 -0.666
H -2.890 2.071 -1.460
H -1.899 0.682 0.288
H -1.759 -0.016 -1.336
H 1.856 -1.074 -1.378
H 0.165 -1.472 -1.599
H -0.112 -2.089 0.730
H 1.486 -2.728 0.311
H 1.487 -1.377 2.367
H 2.471 -0.737 1.206
H -0.229 0.216 1.929
H 1.297 1.142 1.932
```

Output
- Kohn-Sham gap: 10.901 eV
- Structure (SMILES): [NH3+]CP1CC[NH2+]C1
- Multiplicity: 1
- Charge: +2



Computed, not measured: an isolated molecule of C9H9NO5 at a distorted geometry, with ωB97M-V/def2-TZVPD.

The geometry in XYZ format:
```
24
C9H9NO5, DFT ωB97M-V/def2-TZVPD
C 2.336 -0.665 0.797
C 1.324 -1.608 0.671
C 0.893 -0.043 -0.971
C -0.928 -1.859 -0.639
C 1.535 1.818 0.542
C 2.098 0.511 -0.153
C 0.316 1.709 1.366
C 0.372 -1.227 -0.278
C -3.036 -1.350 -1.346
N -0.862 2.225 1.088
O 0.804 0.308 -2.094
O -1.076 -3.074 -0.643
O -1.826 2.035 1.830
O -0.966 3.031 0.184
O -1.761 -0.952 -1.053
H 3.243 -0.944 1.259
H 1.030 -2.375 1.368
H 2.257 2.429 1.109
H 1.147 2.418 -0.347
H 3.036 0.878 -0.569
H 0.181 1.133 2.354
H -3.788 -1.113 -0.575
H -2.919 -2.433 -1.632
H -3.411 -0.851 -2.267
```

Output
- Kohn-Sham gap (spin up / spin down): 7.999 / 6.557 eV
- Multiplicity: 1
- Charge: 0



Computed, not measured: an isolated molecule of C3H6N2O at a distorted geometry, with ωB97M-V/def2-TZVPD.

The geometry in XYZ format:
```
12
C3H6N2O, DFT ωB97M-V/def2-TZVPD
C 0.506 -0.522 0.108
C -0.794 0.138 0.150
N 0.725 0.171 -1.219
C -1.857 0.866 0.297
O 0.466 -1.906 -0.069
N 1.088 -0.115 1.274
H 0.996 -2.239 0.670
H 1.475 0.854 -1.218
H 0.739 -0.451 -2.021
H 1.294 0.879 1.293
H -2.367 1.301 -0.551
H -2.271 1.024 1.288
```

Output
- Kohn-Sham gap (spin up / spin down): 7.769 / 7.766 eV
- Multiplicity: 1
- Charge: 0



In the order shown, the computed DFT total energy values come out to -5398.15492 -233.59235 -1136.53171 -1531.25355 -610.44030 -779.05565 -302.48106 Ha.
In the order shown, the computed energy above the lowest of the compared OMol25 structures with the same formula, charge and spin values come out to 26.4 33.0 37.4 2.2 0.0 171.0 133.1 kcal/mol.